This record from OMol25 describes a molecular structure, C2H4N2O2. The level of theory is wB97M-V/def2-TZVPD.

XYZ file:
```
10
Properties=species:S:1:pos:R:3:forces:R:3
C 0.418 1.089 0.101 -4.3 -2.6 1.1
C -0.792 0.674 0.587 3.3 0.4 -1.9
N 0.605 -0.150 -0.533 3.1 -2.1 0.0
N -0.530 -0.635 0.176 -0.4 -1.2 1.6
O 1.929 -0.953 0.194 -2.4 2.0 -1.8
O -1.451 -1.493 -0.381 1.9 -1.3 1.4
H 0.883 1.961 0.225 2.6 2.8 0.1
H -1.582 1.169 0.997 -2.4 0.7 1.1
H 2.578 -0.607 -0.447 -0.1 -0.4 0.3
H -2.058 -1.056 -0.919 -1.5 1.7 -1.8
```
Forces are in eV/Å.

Summary:
- Frontier orbital gap: 9.376 eV
- Maximum force: 5.1 eV/A



This record from OMol25 describes a molecular structure, C2H4N2O2. The level of theory is wB97M-V/def2-TZVPD.

XYZ file:
```
10
Properties=species:S:1:pos:R:3:forces:R:3
N 1.394 -0.668 -0.471 0.0 0.1 0.0
C 0.501 -0.481 0.554 0.3 -0.2 0.5
O 0.638 -0.725 1.709 -0.1 0.2 -0.7
N -0.501 1.019 0.159 -0.2 -0.1 0.0
C -1.444 0.202 -0.185 0.1 0.1 0.0
O -1.058 -1.009 -0.146 -0.1 0.1 0.0
H 2.356 -0.645 -0.167 -0.1 0.0 0.0
H 1.211 -0.153 -1.319 0.0 -0.1 0.1
H -0.634 2.003 0.360 0.0 -0.1 -0.1
H -2.462 0.455 -0.495 0.2 0.0 0.1
```
Forces are in eV/Å.

Summary:
- Frontier orbital gap: 10.942 eV
- Maximum force: 0.7 eV/A



This record from OMol25 describes a molecular structure, C2H4N2O2. The level of theory is wB97M-V/def2-TZVPD.

XYZ file:
```
10
Properties=species:S:1:pos:R:3:forces:R:3
C -0.583 1.103 -0.310 3.5 -2.3 -0.3
C -0.849 -0.107 0.147 -0.5 0.3 -0.4
N 1.169 0.257 -0.530 -3.9 1.3 -0.2
N 0.402 -0.725 0.236 0.9 0.1 0.7
O 2.193 0.755 0.186 0.8 0.1 0.4
O 0.601 -2.045 -0.140 -0.1 -0.2 0.0
H -0.868 2.102 -0.508 -0.2 0.5 0.0
H -1.752 -0.592 0.484 -0.1 -0.1 0.0
H 2.033 0.678 1.144 -0.4 -0.1 -0.2
H 0.418 -2.157 -1.088 -0.1 0.4 0.0
```
Forces are in eV/Å.

Summary:
- Frontier orbital gap: 9.907 eV
- Maximum force: 4.2 eV/A



This record from OMol25 describes a single C2H4N2O2 molecule. The level of theory is wB97M-V/def2-TZVPD.

XYZ file:
```
10
Properties=species:S:1:pos:R:3:forces:R:3
O 2.734 0.189 -0.141 1.3 -1.0 0.4
C 1.682 -0.333 -0.288 -2.9 1.1 -3.4
N 0.495 0.409 0.087 5.5 0.9 3.4
N -0.576 -0.346 0.226 -3.6 -1.7 0.5
C -1.785 0.408 -0.200 -0.4 -3.3 1.4
O -2.885 -0.143 -0.203 2.5 2.2 -0.2
H 1.283 -1.163 -1.026 1.5 0.5 1.4
H 0.866 0.655 1.070 -1.0 0.9 -1.6
H -0.389 -1.152 0.941 -2.0 1.8 -1.9
H -1.425 1.476 -0.465 -0.9 -1.5 0.1
```
Forces are in eV/Å.

Summary:
- Frontier orbital gap: 10.567 eV
- SMILES string: O=CNNC=O
- Maximum force: 6.5 eV/A